Entry 1:
Entry from OMol25: a cluster of 7 separate species, C31H41BrN9O in total in a non-equilibrium geometry (wB97M-V/def2-TZVPD).

Last column: Löwdin charge in e.
CARTESIAN COORDINATES (ANGSTROEM)
1 C 2.543387 -2.143579 -3.339202  -0.12
2 N 2.815148 -0.715743 -3.686612  -0.13
3 C 1.684870 0.185927 -3.297125  -0.15
4 C 0.353049 -0.432700 -3.868717  -0.16
5 C 0.006740 -0.810478 -5.224544  0.06
6 N -1.305885 -1.338991 -5.049327  0.12
7 C -1.698188 -1.280812 -3.755480  -0.20
8 C -3.014347 -1.757893 -3.048629  -0.03
9 C -4.342395 -1.283337 -3.745286  -0.75
10 O -5.255735 -0.984735 -3.038550  0.06
11 Br -4.598125 -1.100115 -5.682567  0.76
12 N -0.700540 -0.711715 -2.955139  0.19
13 H 1.830028 -2.290807 -2.485882  0.09
14 H 3.531460 -2.588640 -3.005101  0.09
15 H 2.256903 -2.684803 -4.281307  0.09
16 H 2.829458 -0.667979 -4.713747  0.10
17 H 1.701657 0.251831 -2.172340  0.12
18 H 1.877885 1.232644 -3.675986  0.14
19 H 0.634317 -0.715345 -6.139663  0.15
20 H -1.850232 -1.734119 -5.824462  0.14
21 H -3.021750 -1.304595 -2.012980  0.13
22 H -2.931325 -2.878946 -2.934629  0.15
23 H -0.701964 -0.537485 -1.951315  0.16
24 N -1.278815 0.282435 1.171708  -0.01
25 C -1.184991 0.811341 2.431823  -0.12
26 C -2.019195 1.898154 2.497469  -0.09
27 C -2.645800 2.029045 1.231520  -0.11
28 C -2.173634 1.018929 0.434645  -0.16
29 H -0.772119 -0.519698 0.839993  0.12
30 H -0.533174 0.370158 3.169461  0.11
31 H -2.164444 2.529130 3.360281  0.11
32 H -3.363366 2.779597 0.938233  0.11
33 H -2.394553 0.760853 -0.590323  0.08
34 N -4.980905 0.135990 2.684310  0.01
35 C -5.826564 1.157319 3.022077  -0.16
36 C -7.033024 0.607861 3.381046  -0.11
37 C -6.907934 -0.798691 3.260464  -0.10
38 C -5.630740 -1.059819 2.831794  -0.14
39 H -4.029045 0.246749 2.376283  0.10
40 H -5.498211 2.184561 2.976437  0.10
41 H -7.907372 1.156387 3.696388  0.09
42 H -7.667721 -1.536649 3.465368  0.09
43 H -5.130008 -1.991058 2.618412  0.10
44 N -6.766506 3.117787 5.833483  0.00
45 C -7.602049 4.043447 5.267838  -0.15
46 C -8.313931 4.642797 6.275340  -0.11
47 C -7.888262 4.061184 7.496390  -0.11
48 C -6.931815 3.126435 7.192209  -0.14
49 H -6.130036 2.524057 5.328542  0.11
50 H -7.618540 4.193844 4.199738  0.10
51 H -9.057333 5.414491 6.149353  0.09
52 H -8.242692 4.301186 8.486712  0.09
53 H -6.356921 2.467422 7.823139  0.10
54 N 4.794161 -0.058375 -1.325230  0.01
55 C 5.852703 -0.924578 -1.300858  -0.14
56 C 6.944007 -0.244893 -0.820740  -0.13
57 C 6.526253 1.080915 -0.539456  -0.10
58 C 5.195589 1.165066 -0.857588  -0.13
59 H 3.867711 -0.284540 -1.637972  0.09
60 H 5.739695 -1.946268 -1.627764  0.10
61 H 7.933320 -0.655348 -0.685581  0.11
62 H 7.132953 1.882389 -0.147770  0.10
63 H 4.501172 1.987899 -0.793642  0.11
64 N 0.552642 -2.650067 2.815866  -0.01
65 C 1.362268 -3.599019 2.246136  -0.15
66 C 2.338475 -3.919633 3.152756  -0.10
67 C 2.108242 -3.140687 4.316076  -0.10
68 C 0.999844 -2.370112 4.080693  -0.14
69 H -0.244591 -2.227228 2.375266  0.11
70 H 1.173468 -3.960732 1.247510  0.10
71 H 3.130464 -4.635758 2.999121  0.10
72 H 2.690232 -3.145813 5.224193  0.10
73 H 0.491943 -1.648051 4.700339  0.11
74 N 8.282679 0.340499 -3.763598  0.01
75 C 8.038402 -0.266904 -4.964915  -0.15
76 C 8.894412 0.270198 -5.893529  -0.12
77 C 9.689378 1.234803 -5.224870  -0.11
78 C 9.290447 1.253248 -3.911929  -0.14
79 H 7.795208 0.144536 -2.902163  0.09
80 H 7.277554 -1.026165 -5.055507  0.10
81 H 8.944629 -0.000953 -6.936787  0.09
82 H 10.466637 1.846055 -5.656520  0.09
83 H 9.635415 1.836707 -3.073070  0.11

Atomic forces in eV per Å
C 1.4 -0.5 -0.2
N -1.4 0.5 -0.2
C 0.2 -0.6 -0.6
C 0.6 0.9 -0.5
C -0.2 0.7 4.7
N 1.1 0.4 0.8
C -0.4 0.2 1.7
C 1.3 0.2 -1.1
C -1.0 0.2 1.6
O 1.0 -0.4 -0.9
Br 0.6 -0.3 0.6
N -0.3 -1.1 -5.3
H 0.4 0.3 -0.9
H -1.2 0.4 -0.3
H -0.2 0.1 1.2
H 0.5 0.0 0.6
H -0.6 -0.1 -1.0
H -0.3 -1.2 0.2
H -1.1 -0.3 0.8
H -0.1 0.3 0.7
H -0.1 -0.5 -1.2
H -0.5 1.1 -0.3
H -0.1 -0.1 -0.5
N -0.1 -0.1 0.0
C 0.1 0.0 0.1
C 0.1 -0.1 0.1
C 0.0 0.0 -0.2
C 0.0 0.0 -0.1
H 0.0 0.1 0.2
H 0.0 0.1 0.0
H 0.0 0.0 -0.1
H 0.0 -0.1 0.0
H -0.1 0.1 0.0
N 0.0 -0.2 0.0
C 0.0 0.0 0.0
C 0.0 0.2 0.0
C 0.1 -0.2 0.0
C 0.0 0.0 -0.1
H -0.1 0.1 0.1
H 0.0 0.0 -0.1
H 0.1 0.0 0.0
H 0.0 0.1 0.0
H -0.1 0.0 0.0
N 0.0 0.1 0.1
C 0.0 0.0 -0.1
C 0.0 0.1 -0.2
C 0.1 -0.1 0.1
C 0.0 0.0 0.0
H -0.1 0.0 0.1
H 0.0 0.0 0.1
H 0.0 0.0 0.0
H 0.0 0.0 -0.1
H -0.1 0.0 0.0
N 0.2 0.1 0.3
C -0.1 -0.1 -0.1
C 0.0 -0.2 0.0
C -0.1 0.2 0.0
C -0.1 0.0 0.0
H 0.2 0.0 -0.2
H 0.1 0.0 0.0
H -0.1 0.0 0.1
H 0.0 -0.1 0.0
H 0.1 0.0 0.0
N 0.0 0.0 -0.1
C 0.1 0.0 -0.1
C 0.0 0.0 -0.2
C -0.1 0.1 0.1
C 0.0 0.1 0.1
H 0.0 -0.2 0.2
H 0.0 0.0 0.1
H -0.1 0.0 0.0
H -0.1 0.0 -0.1
H 0.0 -0.1 0.0
N 0.1 0.0 -0.1
C 0.0 0.0 0.0
C -0.1 -0.1 -0.1
C 0.1 0.1 0.1
C -0.1 0.0 0.0
H 0.0 0.0 -0.1
H 0.1 0.0 0.0
H 0.0 0.0 0.1
H 0.0 0.0 0.0
H 0.0 0.0 -0.1

As for the gap between HOMO and LUMO: 5.45 eV. The value obtained for the LUMO energy is -3.867 eV. The total charge is +1. The value obtained for the HOMO energy is -9.318 eV.

***

Entry 2:
Entry from OMol25: a cluster of 5 separate species, C31H41F32N4O5 in total in a non-equilibrium geometry (wB97M-V/def2-TZVPD).

Last column: Löwdin charge in e.
CARTESIAN COORDINATES (ANGSTROEM)
1 C -0.237507 -1.727064 2.698750  -0.12
2 O -0.029775 -2.870463 1.858739  -0.20
3 C -0.958014 -2.924670 0.760725  -0.24
4 C -0.250928 -2.624467 -0.659269  -0.15
5 C -0.154044 -1.045782 -0.795480  -0.18
6 C -1.242712 -0.383199 -1.739509  -0.18
7 C -2.718585 -0.951379 -1.565542  -0.19
8 C -3.692984 0.182880 -0.966242  -0.11
9 C -5.152784 -0.356685 -0.635574  -0.29
10 C -5.608461 -1.616487 -1.471547  -0.08
11 C -5.413497 -2.930638 -0.573325  -0.36
12 N -5.548013 -4.168050 -1.359152  0.06
13 N -6.430883 -2.813736 0.519575  0.17
14 C -6.481656 -1.490772 1.055401  -0.24
15 N -7.609705 -1.118594 1.691482  0.18
16 N -5.330039 -0.585829 0.853944  0.08
17 H -1.324007 -1.490387 2.906400  0.09
18 H 0.272632 -0.782462 2.320554  0.09
19 H 0.233447 -1.959505 3.707737  0.10
20 H -1.329470 -4.001069 0.707881  0.13
21 H -1.824520 -2.219348 0.956452  0.09
22 H 0.752673 -3.143178 -0.613837  0.11
23 H -0.942663 -3.104068 -1.424933  0.11
24 H -0.137226 -0.515382 0.208164  0.09
25 H 0.861681 -0.825571 -1.264241  0.11
26 H -0.966511 -0.380784 -2.837931  0.12
27 H -1.288940 0.719119 -1.447067  0.10
28 H -3.062843 -1.280621 -2.598629  0.11
29 H -2.810727 -1.829297 -0.865982  0.07
30 H -3.679134 1.090504 -1.631292  0.13
31 H -3.216618 0.457099 0.034862  0.12
32 H -5.865169 0.474220 -0.914864  0.10
33 H -5.158450 -1.703975 -2.496706  0.12
34 H -6.734942 -1.511012 -1.635697  0.13
35 H -4.407252 -2.967072 -0.065548  0.14
36 H -6.372881 -4.085392 -1.962864  0.09
37 H -4.711632 -4.341583 -1.925076  0.10
38 H -7.362290 -3.112412 0.182357  0.17
39 H -7.680400 -0.927574 2.693233  0.15
40 H -8.469479 -1.094875 1.135206  0.14
41 H -4.505672 -1.114055 1.198145  0.13
42 C -10.563151 3.104919 -0.044155  -0.03
43 C -10.444733 4.365320 0.842847  -0.44
44 C -9.842561 5.609303 0.186783  -0.30
45 F -8.567928 5.419988 -0.202606  0.09
46 F -9.822252 6.635473 1.069955  0.10
47 F -9.773078 4.044371 1.973268  0.13
48 F -11.709353 4.685054 1.233224  0.11
49 O -9.540297 2.105567 0.102333  0.02
50 C -8.368225 2.229682 -0.662069  -0.52
51 C -7.120900 2.367954 0.213965  -0.29
52 F -7.179860 3.465856 0.986717  0.12
53 F -6.005886 2.485357 -0.552663  0.08
54 F -8.495630 3.223813 -1.549121  0.16
55 F -8.273912 1.087185 -1.390515  0.12
56 H -11.472450 2.597317 0.285237  0.15
57 H -10.747538 3.348164 -1.092030  0.15
58 H -10.431605 5.924888 -0.678794  0.18
59 H -7.004460 1.500560 0.868401  0.15
60 C 5.630742 -2.378133 -2.349779  -0.04
61 C 6.591285 -1.663377 -3.328022  -0.43
62 C 6.308021 -0.184302 -3.597619  -0.30
63 F 5.113268 0.013527 -4.181932  0.10
64 F 7.235772 0.318782 -4.448496  0.10
65 F 6.644729 -2.363394 -4.482779  0.14
66 F 7.838930 -1.744187 -2.778728  0.10
67 O 4.583978 -3.171611 -2.924998  0.04
68 C 3.373237 -2.541366 -3.260791  -0.51
69 C 3.061326 -2.639930 -4.756122  -0.28
70 F 4.012500 -2.040448 -5.497578  0.11
71 F 1.890473 -2.019600 -5.039430  0.09
72 F 3.371144 -1.276938 -2.806639  0.14
73 F 2.411368 -3.187580 -2.563482  0.13
74 H 6.244130 -3.106119 -1.814016  0.15
75 H 5.254504 -1.709605 -1.572932  0.14
76 H 6.349090 0.401042 -2.674713  0.17
77 H 2.991484 -3.682914 -5.072129  0.18
78 C 0.702798 5.138640 3.767705  -0.04
79 C 0.498353 4.371028 5.094100  -0.44
80 C 1.371780 3.133495 5.309898  -0.30
81 F 1.142549 2.173396 4.393797  0.09
82 F 1.101866 2.578430 6.517197  0.10
83 F -0.812894 4.062478 5.225898  0.13
84 F 0.782767 5.247027 6.098275  0.11
85 O -0.233345 4.877871 2.712227  0.04
86 C 0.021801 3.804495 1.842812  -0.52
87 C -1.085685 2.749535 1.891115  -0.27
88 F -1.205919 2.214409 3.122710  0.10
89 F -0.808806 1.725461 1.044483  0.07
90 F 1.239876 3.292856 2.080171  0.15
91 F 0.074863 4.332792 0.601083  0.15
92 H 0.537525 6.191206 4.007975  0.15
93 H 1.735333 5.094955 3.416077  0.15
94 H 2.434256 3.390833 5.290771  0.18
95 H -2.050166 3.181212 1.615067  0.18
96 C 11.200145 -1.579952 -1.215819  -0.04
97 C 12.193152 -2.741417 -0.981197  -0.44
98 C 11.714332 -3.878158 -0.076263  -0.31
99 F 11.463674 -3.467707 1.179436  0.10
100 F 12.673606 -4.831862 0.019930  0.10
101 F 13.364558 -2.234551 -0.535187  0.13
102 F 12.457114 -3.281129 -2.205765  0.11
103 O 11.387883 -0.398052 -0.425723  0.04
104 C 10.783106 -0.337471 0.842204  -0.52
105 C 11.810649 -0.183177 1.966371  -0.28
106 F 12.658423 -1.229918 2.005142  0.10
107 F 11.193928 -0.130439 3.170390  0.10
108 F 9.968988 -1.391765 1.018492  0.14
109 F 9.982027 0.751629 0.821165  0.14
110 H 11.375386 -1.240244 -2.239070  0.15
111 H 10.160433 -1.912955 -1.211413  0.13
112 H 10.813369 -4.350398 -0.477782  0.17
113 H 12.400082 0.726475 1.833782  0.18

Atomic forces in eV per Å
C 0.8 0.5 1.2
O -1.2 1.1 -0.2
C 0.4 -1.1 -1.0
C -1.2 0.4 1.9
C 1.1 0.0 -1.2
C -0.3 0.6 0.7
C -0.5 0.7 -0.4
C 0.9 -1.3 0.8
C -0.5 1.0 -2.0
C -0.5 0.0 0.8
C 1.1 0.1 -1.5
N -0.6 0.8 0.8
N -0.1 4.4 -0.9
C 1.4 -2.4 -1.1
N -0.4 0.2 -0.5
N -1.0 -2.3 1.0
H 1.0 -0.4 -0.4
H -0.6 -1.1 0.2
H -0.5 0.2 -1.3
H 0.2 1.3 0.3
H 0.9 -0.7 -0.3
H -1.2 0.7 -0.3
H 1.2 0.7 0.6
H -0.2 -0.9 -1.2
H -1.2 0.0 0.6
H -0.1 -0.3 1.4
H 0.1 -1.3 -0.5
H 0.2 0.3 1.4
H 0.5 0.7 -0.9
H -0.4 -0.9 0.7
H -0.6 0.0 -1.3
H 0.9 -1.2 0.5
H -0.2 0.1 1.3
H 1.3 -0.3 0.1
H -1.0 0.2 -0.6
H 0.6 -0.2 0.0
H -0.5 0.2 0.4
H 0.4 -0.5 0.9
H 0.4 0.6 -0.7
H 0.3 -0.6 0.7
H -0.3 0.5 -0.3
C -0.6 -0.5 -0.1
C 0.2 -0.7 0.4
C -0.1 0.9 0.0
F 0.1 -0.3 0.0
F -0.2 -0.3 0.1
F 0.2 0.1 -0.2
F 0.1 0.2 -0.4
O 1.1 0.7 -0.2
C -1.9 0.3 -0.1
C 0.4 0.2 0.7
F -0.3 -0.1 -0.2
F -0.3 0.1 -0.2
F 0.5 -0.1 0.0
F 0.4 -0.3 0.2
H 0.2 0.1 0.2
H 0.3 0.2 0.1
H -0.1 -0.1 0.0
H -0.1 -0.1 -0.1
C 0.0 -0.5 0.5
C -0.4 -0.8 -0.3
C 0.4 0.7 -0.2
F -0.2 -0.2 0.0
F 0.2 -0.3 0.1
F -0.1 0.3 0.0
F -0.1 0.3 0.2
O -0.4 1.0 -0.8
C 1.2 -0.3 1.4
C 0.0 -0.2 -0.7
F 0.1 0.0 0.3
F -0.1 0.0 0.4
F -0.3 0.1 -0.3
F -0.2 -0.1 -0.4
H 0.0 0.0 -0.3
H 0.0 0.2 -0.3
H 0.0 -0.1 0.1
H 0.0 -0.1 0.2
C 0.0 0.7 -0.2
C -0.7 0.3 -0.4
C 0.4 -0.4 0.7
F -0.2 0.1 -0.2
F -0.1 0.3 0.0
F 0.1 -0.2 0.0
F 0.4 -0.2 -0.1
O 0.2 -1.4 0.1
C 0.8 1.7 0.6
C -0.6 -0.2 0.2
F 0.1 0.2 0.0
F 0.2 0.1 -0.2
F -0.2 -0.5 -0.1
F -0.4 -0.3 -0.1
H -0.2 -0.2 0.1
H -0.1 -0.3 0.1
H 0.0 0.1 -0.1
H 0.1 0.2 -0.1
C -0.2 0.5 -0.5
C 0.4 0.9 0.0
C 0.1 -0.8 0.1
F 0.0 0.3 0.0
F 0.1 0.2 -0.3
F -0.1 -0.2 0.2
F -0.4 -0.2 0.1
O -0.1 -0.7 1.1
C -0.3 -0.1 -1.7
C 0.6 0.1 0.5
F -0.2 0.0 -0.3
F -0.3 0.1 -0.2
F 0.0 0.0 0.4
F 0.2 0.1 0.3
H 0.2 0.0 0.2
H 0.1 -0.1 0.3
H 0.0 0.1 -0.1
H -0.2 0.1 -0.2

As for the gap between HOMO and LUMO: 6.67 eV. The value obtained for the LUMO energy is -4.930 eV. The total charge is +1. The value obtained for the HOMO energy is -11.599 eV.